The following is a DFT calculation (ωB97M-V/def2-TZVPD) of a cluster of 3 separate species, C42H61ClIN2O7PS in total in a non-equilibrium geometry.

highest occupied orbital energy: -7.81 eV
LUMO: -0.378 eV
largest force on an atom: 1.8 eV/A
SMILES string: CCCNc1c(CCCOC)cc2c(c1I)C(=O)c1c(CCCN)c(C[C@@H](C)OCc3ccccc3)c(S)c(P(O)Cl)c1C2=O.CCOCC.CCOCC
DFT total energy: -3770.5296 Ha

Each atom is followed by the atoms it is bonded to, with distances in Å.
Positions of all 116 atoms, in Å:
1 C 7.66807 7.08292 1.17310  C2 1.543, H46 1.095, H47 1.090, H48 1.096
2 C 8.03051 5.94756 0.19333  C1 1.543, C3 1.540, H49 1.099, H50 1.100
3 C 7.19015 6.01767 -1.09542  C2 1.540, N4 1.489, H51 1.093, H52 1.097
4 N 7.41846 4.85837 -2.00228  C3 1.489, C5 1.427, H53 1.014
5 C 6.61950 3.73668 -1.63023  N4 1.427, C6 1.389, C15 1.403
6 C 7.16368 2.64358 -0.96841  C5 1.389, C7 1.522, C12 1.386
7 C 8.62853 2.53381 -0.57089  C6 1.522, C8 1.573, H54 1.092, H55 1.093
8 C 8.69890 2.05331 0.92488  C7 1.573, C9 1.536, H56 1.097, H57 1.093
9 C 9.11744 0.57593 0.94320  C8 1.536, O10 1.417, H58 1.104, H59 1.103
10 O 8.65934 -0.09280 2.10542  C9 1.417, C11 1.423
11 C 8.85314 -1.48871 1.90604  O10 1.423, H60 1.093, H61 1.100, H62 1.100
12 C 6.29018 1.62070 -0.63274  C6 1.386, C13 1.354, H63 1.088
13 C 4.96979 1.68084 -0.92469  C12 1.354, C14 1.387, C44 1.506
14 C 4.42178 2.76926 -1.58673  C13 1.387, C15 1.374, C17 1.516
15 C 5.25340 3.80258 -1.94481  C5 1.403, C14 1.374, I16 2.130
16 I 4.43496 5.49124 -2.95313  C15 2.130
17 C 2.92701 2.74996 -1.83895  C14 1.516, O18 1.215, C19 1.518
18 O 2.42556 3.08002 -2.89481  C17 1.215
19 C 2.12106 2.23187 -0.66191  C17 1.518, C20 1.384, C43 1.387
20 C 0.93763 2.81464 -0.24256  C19 1.384, C21 1.528, C25 1.408
21 C 0.45988 4.02981 -1.03617  C20 1.528, C22 1.568, H64 1.095, H65 1.091
22 C -0.56860 3.63598 -2.15222  C21 1.568, C23 1.554, H66 1.093, H67 1.091
23 C -0.23751 4.25713 -3.53794  C22 1.554, N24 1.476, H68 1.099, H69 1.096
24 N -0.16349 3.26168 -4.62525  C23 1.476, H70 1.013, H71 1.013
25 C 0.25029 2.31286 0.87944  C20 1.408, C26 1.527, C37 1.390
26 C -1.03013 2.97223 1.38735  C25 1.527, C27 1.564, H72 1.098, H73 1.091
27 C -2.37045 2.20469 1.14161  C26 1.564, C28 1.549, O29 1.412, H74 1.102
28 C -3.03645 2.59824 -0.20029  C27 1.549, H75 1.089, H76 1.098, H77 1.094
29 O -2.26346 0.79793 1.20441  C27 1.412, C30 1.427
30 C -3.39272 0.16604 1.80552  O29 1.427, C31 1.518, H78 1.097, H79 1.100
31 C -3.03314 -0.47396 3.13399  C30 1.518, C32 1.380, C36 1.379
32 C -2.69871 -1.81246 3.13704  C31 1.380, C33 1.370, H80 1.088
33 C -2.32456 -2.44635 4.29274  C32 1.370, C34 1.379, H81 1.089
34 C -2.26526 -1.76994 5.49324  C33 1.379, C35 1.382, H82 1.084
35 C -2.63209 -0.43781 5.48694  C34 1.382, C36 1.372, H83 1.088
36 C -3.00597 0.20447 4.33414  C31 1.379, C35 1.372, H84 1.089
37 C 0.82912 1.22382 1.52111  C25 1.390, S38 1.798, C39 1.390
38 S 0.09372 0.52327 3.00509  C37 1.798, H85 1.355
39 C 2.01234 0.62953 1.09870  C37 1.390, P40 1.881, C43 1.387
40 P 2.69156 -0.84491 2.04977  C39 1.881, O41 1.653, Cl42 2.085
41 O 2.72394 -2.10587 0.98175  P40 1.653, H86 0.966
42 Cl 4.70526 -0.45893 2.42558  P40 2.085
43 C 2.67409 1.14114 -0.00784  C19 1.387, C39 1.387, C44 1.521
44 C 3.99721 0.60127 -0.52981  C13 1.506, C43 1.521, O45 1.214
45 O 4.24609 -0.58049 -0.65364  C44 1.214
46 H 6.62931 6.92723 1.48359  C1 1.095
47 H 8.36339 7.07217 2.01291  C1 1.090
48 H 7.68706 8.03272 0.62558  C1 1.096
49 H 7.81973 4.99327 0.69670  C2 1.099
50 H 9.09488 5.95755 -0.08254  C2 1.100
51 H 6.14553 6.03313 -0.77293  C3 1.093
52 H 7.40023 6.95432 -1.62587  C3 1.097
53 H 8.39551 4.62979 -1.85655  N4 1.014
54 H 9.09105 3.52262 -0.58378  C7 1.092
55 H 9.19284 1.83041 -1.18935  C7 1.093
56 H 9.45679 2.64836 1.44995  C8 1.097
57 H 7.75688 2.23495 1.44766  C8 1.093
58 H 8.67289 0.08933 0.05711  C9 1.104
59 H 10.21476 0.50383 0.86368  C9 1.103
60 H 8.81690 -2.02540 2.85724  C11 1.093
61 H 9.83678 -1.69148 1.45618  C11 1.100
62 H 8.06001 -1.86607 1.24454  C11 1.100
63 H 6.66896 0.74749 -0.10648  C12 1.088
64 H 0.05120 4.79599 -0.36945  C21 1.095
65 H 1.28839 4.51059 -1.55741  C21 1.091
66 H -0.64807 2.54715 -2.19995  C22 1.093
67 H -1.52015 4.07299 -1.84628  C22 1.091
68 H -1.05210 4.93567 -3.82713  C23 1.099
69 H 0.66691 4.87643 -3.51575  C23 1.096
70 H -0.10795 2.32186 -4.25187  N24 1.013
71 H -1.01795 3.28671 -5.16848  N24 1.013
72 H -0.86318 3.20006 2.44834  C26 1.098
73 H -1.14974 3.94340 0.90395  C26 1.091
74 H -3.07307 2.56798 1.90878  C27 1.102
75 H -2.63884 2.02397 -1.03544  C28 1.089
76 H -4.11207 2.42972 -0.06131  C28 1.098
77 H -2.93092 3.67816 -0.33868  C28 1.094
78 H -4.27978 0.80799 1.87119  C30 1.097
79 H -3.66742 -0.66608 1.14139  C30 1.100
80 H -2.73094 -2.34619 2.18907  C32 1.088
81 H -2.03863 -3.49643 4.27111  C33 1.089
82 H -1.94558 -2.26496 6.40295  C34 1.084
83 H -2.57933 0.07923 6.44310  C35 1.088
84 H -3.28017 1.25633 4.39303  C36 1.089
85 H 0.10959 1.58858 3.84228  S38 1.355
86 H 1.85501 -2.22019 0.57529  O41 0.966
87 C -6.99672 -5.81382 0.53746  C88 1.518, H92 1.092, H93 1.092, H94 1.091
88 C -6.30572 -4.46290 0.59543  C87 1.518, O89 1.418, H95 1.091, H96 1.096
89 O -5.26510 -4.38884 1.55558  C88 1.418, C90 1.416
90 C -4.19109 -5.29581 1.38372  O89 1.416, C91 1.520, H97 1.096, H98 1.091
91 C -3.46652 -5.13728 0.05714  C90 1.520, H99 1.091, H100 1.091, H101 1.092
92 H -7.40668 -6.07419 1.51533  C87 1.092
93 H -7.80951 -5.79241 -0.19098  C87 1.092
94 H -6.31061 -6.61149 0.24752  C87 1.091
95 H -7.03402 -3.70360 0.88235  C88 1.091
96 H -5.93122 -4.17574 -0.39362  C88 1.096
97 H -4.53913 -6.32576 1.51896  C90 1.096
98 H -3.48941 -5.09767 2.19579  C90 1.091
99 H -4.12148 -5.33187 -0.79299  C91 1.091
100 H -2.62812 -5.83282 -0.00080  C91 1.091
101 H -3.08453 -4.11987 -0.04942  C91 1.092
102 C -11.13264 -5.22365 -3.80823  C103 1.519, H107 1.091, H108 1.091, H109 1.091
103 C -9.68685 -5.49300 -3.42689  C102 1.519, O104 1.417, H110 1.091, H111 1.096
104 O -9.53665 -6.16555 -2.18921  C103 1.417, C105 1.417
105 C -10.13964 -7.44389 -2.09065  O104 1.417, C106 1.519, H112 1.096, H113 1.091
106 C -9.61694 -8.44915 -3.10260  C105 1.519, H114 1.091, H115 1.091, H116 1.091
107 H -11.62881 -4.63924 -3.03147  C102 1.091
108 H -11.17902 -4.67076 -4.74729  C102 1.091
109 H -11.70015 -6.14630 -3.93675  C102 1.091
110 H -9.16506 -4.54156 -3.31739  C103 1.091
111 H -9.17006 -6.04056 -4.22265  C103 1.096
112 H -11.22961 -7.35523 -2.15652  C105 1.096
113 H -9.91951 -7.80354 -1.08460  C105 1.091
114 H -9.81837 -8.13991 -4.12908  C106 1.091
115 H -10.08888 -9.42013 -2.94766  C106 1.091
116 H -8.53663 -8.56542 -3.00061  C106 1.091

Atom charges from the Löwdin analysis, given in e for atoms 1 to 4: -0.10 -0.25 -0.27 -0.01